56
Properties=species:S:1:pos:R:3:forces:R:3 method="wB97M-V/def2-TZVPD" gap_ev=5.4471 e_tot_ev=-85225.914 de_lowest_kj_mol=88.8 largest_force_ha_per_bohr=0.06228 total_charge=-2
K 0.2061 0.2282 0.3883 1.1 -0.6 0.1
C 1.2013 2.0594 -2.4853 0.9 -1.0 -2.4
N 1.5554 2.3984 -1.1463 0.2 0.7 0.4
C 1.0031 3.6763 -0.7968 0.1 0.9 1.0
C 2.9384 2.1950 -0.7221 0.2 -1.7 -0.4
C 3.5028 0.8506 -1.2882 -0.5 0.7 0.0
N 2.7906 -0.2969 -0.7216 0.5 0.7 0.1
C 3.2339 -1.4658 -1.1053 0.0 -1.4 -1.2
C 2.5385 -2.6792 -0.7466 -0.7 0.9 0.9
F 1.5137 -2.5240 0.1868 0.9 -0.3 -1.0
C 2.8213 -3.9461 -1.1936 0.0 0.9 0.6
F 2.0347 -4.9158 -0.7107 0.0 -0.7 -0.1
C 3.8926 -4.2048 -2.0321 1.2 0.1 -1.1
C 4.6275 -3.0497 -2.4154 -0.8 -0.7 0.3
F 5.6695 -3.1920 -3.2571 0.7 -0.4 -0.3
C 4.3520 -1.7713 -2.0204 -1.9 -0.3 2.0
F 5.2394 -0.7816 -2.1714 1.3 0.1 -1.0
H 1.9836 2.3690 -3.2756 -0.5 -0.5 1.0
H 0.3308 2.5964 -2.8929 -0.1 -0.3 0.8
H 1.0399 0.9406 -2.6075 0.2 1.3 0.1
H 1.1642 4.4600 -1.5616 0.3 0.0 0.1
H 1.3502 4.0934 0.1981 -0.2 -0.8 -1.1
H -0.0617 3.5328 -0.7418 -0.7 0.2 0.2
H 2.8934 2.0036 0.3426 0.1 0.3 0.5
H 3.6625 3.0326 -0.8854 -0.6 -0.2 -0.4
H 4.5743 0.8482 -1.0522 -0.3 0.2 -0.1
H 3.3808 0.8238 -2.3996 0.4 0.2 0.6
H 4.2244 -5.2028 -2.4021 -0.6 1.0 0.4
O -2.0231 1.0741 0.4655 -0.4 -0.6 0.3
S -3.1381 0.7070 -0.4581 -2.1 2.4 0.0
C -4.2417 2.2079 0.0272 -0.2 -0.9 0.3
C -4.7395 1.8297 1.4526 1.2 -1.1 -0.5
C -5.0724 0.2706 1.5072 -0.2 1.2 0.0
C -4.4172 -0.4678 0.3371 0.8 0.0 -0.2
H -5.0684 2.2981 -0.6979 0.2 0.0 0.2
H -3.5976 3.1262 0.0152 -0.5 -1.0 -0.1
H -5.6339 2.3316 1.7501 -0.4 0.8 0.2
H -3.9109 2.0422 2.1608 -0.6 -0.1 -0.4
H -6.1826 0.1797 1.4863 0.7 -0.2 0.0
H -4.7198 -0.0957 2.4699 -0.1 -0.2 0.0
H -5.1716 -0.7155 -0.4569 1.0 0.2 0.5
H -3.8351 -1.3794 0.6373 -0.6 0.9 -0.3
Cl -1.0275 -4.0534 -2.6371 0.1 0.1 0.3
C -2.0834 -3.5480 -1.2337 0.2 -0.5 -0.7
C -1.9156 -2.0317 -0.9431 0.0 -2.1 -0.5
O -2.3544 -1.2229 -1.7750 0.1 0.2 -0.2
O -1.3348 -1.8866 0.1327 0.1 1.1 0.9
H -1.7514 -4.0912 -0.3391 -0.2 0.0 -0.5
H -3.0438 -3.8727 -1.6282 -0.3 0.3 0.5
N 0.8583 1.0176 2.9626 -0.7 -0.4 2.0
C 0.5175 0.8222 4.0701 0.7 0.5 -2.1
C 0.1688 0.6469 5.4264 0.8 0.3 -1.1
C 1.2432 0.5875 6.2972 1.5 -0.5 0.7
N 2.2655 0.4716 6.8410 -0.7 0.2 0.1
C -1.1509 0.8030 5.7598 -1.9 -0.2 0.2
N -2.3027 0.8706 5.8858 0.2 0.2 0.3